(1)
{
  "formula": "C2H2Br3NO",
  "method": "wB97M-V/def2-TZVPD",
  "elements": ["C", "C", "N", "O", "Br", "Br", "Br", "H", "H"],
  "xyz": [[0.145, -1.306, 1.967], [0.089, 0.990, -1.224], [-0.221, -1.700, 0.950], [-0.674, -1.816, -0.114], [-0.842, 1.860, 0.356], [0.302, 2.441, -2.477], [1.731, 0.267, -0.786], [-0.754, 0.405, -1.677], [0.225, -1.141, 3.005]],
  "forces_ev_per_angstrom": [[0.40, -0.44, 0.55], [-2.65, 1.57, -0.08], [0.16, 1.53, 2.41], [-0.91, -1.16, -3.24], [0.50, -0.74, -0.42], [0.19, 0.17, -0.47], [0.57, -0.71, 0.14], [1.51, -0.22, 0.74], [0.23, -0.02, 0.36]],
  "lumo_ev": 0.0289,
  "total_charge": 0
}

---

(2)
{
  "formula": "C2H2Br4S",
  "method": "wB97M-V/def2-TZVPD",
  "elements": ["C", "C", "S", "Br", "Br", "Br", "Br", "H", "H"],
  "xyz": [[1.821, 0.544, -0.490], [-1.698, -0.001, 0.121], [-1.966, -1.742, 0.056], [1.906, -1.089, 0.376], [3.325, 1.479, -1.003], [-2.668, 0.990, -1.234], [-0.783, 0.827, 1.536], [1.027, 1.214, -0.259], [-0.965, -2.223, 0.896]],
  "forces_ev_per_angstrom": [[0.27, 0.11, -0.19], [-0.12, -0.42, -0.53], [0.50, 0.32, 0.52], [0.29, -0.01, -0.13], [0.43, -0.15, -0.10], [0.80, -0.62, 1.20], [-0.91, 0.04, -0.23], [-0.57, -0.08, 0.13], [-0.70, 0.81, -0.67]],
  "lumo_ev": [-0.5246, -0.5499],
  "total_charge": 0
}

---

(3)
{
  "formula": "C2H2BrCl2F",
  "method": "wB97M-V/def2-TZVPD",
  "elements": ["C", "C", "F", "Cl", "Cl", "Br", "H", "H"],
  "xyz": [[-1.189, -0.859, -0.360], [1.880, 1.908, 0.553], [-1.966, -0.174, -1.225], [2.241, 0.996, 1.899], [2.136, 1.017, -0.888], [-1.103, -0.089, 1.382], [-0.265, -0.994, -0.880], [-1.734, -1.805, -0.481]],
  "forces_ev_per_angstrom": [[-1.16, -1.89, -1.39], [-0.26, 0.74, -0.54], [-0.71, 2.18, -0.61], [0.35, -0.51, 0.57], [0.04, -0.18, 0.00], [-0.07, -0.21, -0.29], [1.18, 0.30, 0.55], [0.62, -0.43, 1.71]],
  "lumo_ev": -1.0274,
  "total_charge": 0
}

---

(4)
{
  "formula": "C2H2BrCl2I",
  "method": "wB97M-V/def2-TZVPD",
  "elements": ["C", "C", "Cl", "Cl", "Br", "I", "H", "H"],
  "xyz": [[1.142, 0.000, -0.715], [-0.982, 0.225, 0.595], [-0.935, 1.305, 1.992], [-1.328, -1.489, 0.978], [-2.040, 1.045, -0.817], [1.901, -1.697, 0.249], [0.476, -0.335, -1.620], [1.765, 0.945, -0.663]],
  "forces_ev_per_angstrom": [[-2.19, -0.63, 0.09], [1.13, -0.11, -0.85], [0.17, -0.86, -0.57], [-0.18, 1.72, -0.25], [0.14, -0.62, 0.49], [0.39, 0.67, -0.46], [1.65, 1.18, 1.72], [-1.11, -1.34, -0.16]],
  "lumo_ev": [-0.7678, -1.0515],
  "total_charge": 0
}

---

(5)
{
  "formula": "C2H2BrCl3Si",
  "method": "wB97M-V/def2-TZVPD",
  "elements": ["C", "C", "Si", "Cl", "Cl", "Cl", "Br", "H", "H"],
  "xyz": [[-0.989, -0.043, 1.331], [-0.434, -0.007, 0.198], [1.124, -0.265, -0.773], [2.136, -1.600, 0.326], [2.050, 1.547, -0.446], [0.826, -0.794, -2.714], [-2.211, 1.272, -1.522], [-1.962, 0.249, 1.438], [-0.540, -0.359, 2.161]],
  "forces_ev_per_angstrom": [[-1.03, 0.57, -1.64], [-0.40, 0.77, -3.40], [-0.32, 1.34, -0.25], [0.24, -0.57, 0.05], [-0.09, -0.49, -0.57], [0.22, 0.18, 0.80], [1.69, -1.20, 1.43], [-2.50, 0.92, 0.30], [2.19, -1.52, 3.28]],
  "lumo_ev": [-2.1078, -2.1515],
  "total_charge": 0
}

---

(6)
{
  "formula": "C2H2BrClO",
  "method": "wB97M-V/def2-TZVPD",
  "elements": ["C", "C", "O", "Cl", "Br", "H", "H"],
  "xyz": [[1.338, -0.174, -0.195], [-2.087, -0.556, -0.028], [1.525, -0.023, -1.345], [-1.585, -0.200, 1.563], [-1.973, -2.332, -0.605], [2.050, -0.190, 0.636], [-1.814, 0.171, -0.776]],
  "forces_ev_per_angstrom": [[-0.92, -0.04, -0.74], [0.41, -0.28, 0.09], [0.27, 0.00, 0.40], [-0.24, -0.02, -0.09], [-0.10, 0.19, 0.10], [0.70, 0.04, 0.29], [-0.12, 0.12, -0.04]],
  "lumo_ev": [0.1013, -0.5720],
  "total_charge": 0
}

---

(7)
{
  "formula": "C2H2BrF3",
  "method": "wB97M-V/def2-TZVPD",
  "elements": ["C", "C", "F", "F", "F", "Br", "H", "H"],
  "xyz": [[0.790, -0.532, -0.340], [-0.589, 0.579, 0.383], [1.922, -0.249, 0.220], [0.359, -1.774, -0.055], [-0.530, 1.774, -0.349], [-2.151, -0.427, 0.008], [0.634, -0.184, -1.359], [-0.435, 0.813, 1.493]],
  "forces_ev_per_angstrom": [[-5.40, 2.67, 1.70], [3.28, -0.72, -0.39], [1.34, -0.10, 0.32], [1.10, 0.15, -0.46], [-0.19, -1.29, 0.76], [-0.50, 0.42, 0.13], [0.75, -0.73, -0.39], [-0.38, -0.40, -1.66]],
  "lumo_ev": 0.8492,
  "total_charge": 0
}

---

(8)
{
  "formula": "C2H2BrIO",
  "method": "wB97M-V/def2-TZVPD",
  "elements": ["O", "C", "Br", "C", "I", "H", "H"],
  "xyz": [[-2.366, 1.320, 0.718], [-1.509, 0.505, 0.718], [-1.807, -1.202, 1.595], [-0.166, 0.430, -0.055], [0.896, 2.156, -1.075], [0.642, 0.300, 0.617], [-0.412, -0.056, -0.977]],
  "forces_ev_per_angstrom": [[0.75, -0.23, 0.02], [0.07, 1.04, -0.96], [0.17, -0.20, 0.15], [-1.08, 2.46, -0.08], [-1.02, -0.19, 0.58], [0.50, -1.58, 0.20], [0.60, -1.30, 0.10]],
  "smiles": "O=C(Br)CI",
  "lumo_ev": -0.5764,
  "total_charge": 0
}

---

The calculation returns the following total energy values, one per record and in order: -215767.514 -293107.642 -99907.656 -105290.697 -117595.307 -86714.699 -80299.729 -82296.146 eV.
The calculation returns the following energy above the lowest of the compared OMol25 structures with the same formula, charge and spin values, one per record and in order: 33.59 68.12 84.93 78.15 49.34 86.91 39.71 8.06 kcal/mol.